Arrangement w

The following is a DFT calculation (wB97M-V/def2-TZVPD) of C4H3Li2O2Yb as an isolated structure.

```
12
Properties=species:S:1:pos:R:3:nbo_charge:R:1
Yb -1.139 -1.414 -1.134 1.68
O 0.191 -2.123 0.756 -0.90
O -1.406 0.592 -1.109 -1.13
C -0.014 0.777 0.889 -0.55
C -1.148 1.002 0.196 -0.08
C 1.009 -1.334 0.079 -0.09
C 1.118 0.056 0.231 -0.52
Li -0.634 2.100 -2.453 0.97
Li -0.048 -0.847 2.266 0.93
H 2.123 0.420 0.470 0.26
H 1.910 -0.865 -0.772 0.25
H -1.960 1.635 0.580 0.18
```

Summary:
Gap between HOMO and LUMO ... 4.8 eV
2S+1 ... 1
Net charge ... +1
LUMO ... -4.465 eV

***

Arrangement x

The following is a DFT calculation (wB97M-V/def2-TZVPD) of C4H3Li2O2Yb as an isolated structure.

```
12
Properties=species:S:1:pos:R:3:nbo_charge:R:1
Yb -1.482 -2.530 -0.017 1.67
O 0.041 -1.637 -1.376 -1.01
O 0.775 3.360 2.002 -0.99
C 0.631 -0.551 -0.837 0.08
C 0.179 2.348 1.435 0.16
C -0.032 0.329 -0.042 -0.74
C 0.716 1.454 0.551 -0.51
Li -1.061 1.945 -0.743 0.90
Li 2.335 4.110 2.136 0.97
H 1.766 1.626 0.257 0.18
H 1.732 -0.651 -0.770 0.15
H -0.897 2.210 1.686 0.12
```

Summary:
Gap between HOMO and LUMO ... 4.1 eV
2S+1 ... 1
Net charge ... +1
LUMO ... -4.708 eV

***

Most stable structure: arrangement x